1.
Computed, not measured: a structure of composition C26H29IN5O3SbV, with the ωB97M-V functional and the def2-TZVPD basis.

Its molar mass is 759.16 g mol⁻¹. The frontier orbital gap (alpha / beta) comes out at 7.047 / 7.593 eV. For the HOMO energy (alpha / beta), the calculation gives -0.39253 / -0.39227 hartree. As for the spin multiplicity: 3. The calculation puts the energy above the lowest of the compared OMol25 structures with the same formula, charge and spin at 1.7492 eV. As for the charge: +1.

```
66
C26H29IN5O3SbV | the Open Molecules 2025 dataset | the ωB97M-V functional and the def2-TZVPD basis
V 1.29 -0.08 -0.08
C 4.26 -2.06 0.24
C 4.13 -1.26 -1.03
C 5.06 -1.48 -2.03
C 5.11 -0.69 -3.14
C 4.22 0.37 -3.23
C 3.29 0.53 -2.18
N 3.19 -0.32 -1.12
Sb 1.64 1.88 -2.02
C 0.55 0.16 -2.86
C -0.08 0.05 -4.10
C -0.53 -1.15 -4.52
C -0.37 -2.27 -3.71
C 0.17 -2.11 -2.45
C 0.38 -3.30 -1.57
N 0.61 -0.87 -2.05
C -2.40 0.57 -0.02
C -2.20 0.96 -1.34
C -2.54 0.03 -2.28
C -3.06 -1.20 -1.84
C -3.21 -1.48 -0.49
C -3.67 -2.85 0.02
N -2.89 -0.58 0.42
H 3.34 -2.35 0.78
H 4.86 -2.96 0.17
H 4.83 -1.38 0.88
H 5.73 -2.36 -1.88
H 5.77 -0.92 -3.96
H 4.06 1.03 -4.04
H -0.01 0.98 -4.65
H -0.93 -1.29 -5.48
H -0.69 -3.28 -3.93
H 0.05 -4.15 -2.06
H 1.39 -3.46 -1.23
H -0.13 -3.17 -0.62
H -1.80 1.93 -1.54
H -2.36 0.17 -3.37
H -3.18 -2.01 -2.59
H -4.57 -2.79 0.60
H -3.88 -3.61 -0.74
H -2.88 -3.20 0.67
C -1.02 0.04 4.56
C -1.86 1.26 4.13
C -1.27 2.28 3.08
C -2.31 3.45 2.90
C -1.75 4.40 1.97
C 0.04 2.82 3.57
O 0.12 3.58 4.49
N 1.20 2.18 3.02
C 1.17 1.37 1.97
O 2.20 0.83 1.51
N 0.04 1.31 1.17
C -1.10 1.64 1.71
O -2.22 1.47 1.08
H -1.28 -0.22 5.50
H 0.13 0.16 4.61
H -1.28 -0.70 3.77
H -2.11 1.95 4.95
H -2.82 0.87 3.70
H -2.52 3.84 3.87
H -3.22 2.98 2.46
H -0.85 4.89 2.36
H -2.43 5.22 1.75
H -1.39 3.92 1.01
H 2.00 2.26 3.59
I -0.04 -1.83 1.61
```


2.
Computed, not measured: the molecule C4H6N2O, with the ωB97M-V functional and the def2-TZVPD basis.

Its SMILES is Nc1c[nH]c(O)c1. Its molar mass is 98.10 g mol⁻¹. The frontier orbital gap comes out at 8.480 eV. For the HOMO energy, the calculation gives -0.28021 hartree. As for the spin multiplicity: 1. The calculation puts the energy above the lowest of the compared OMol25 structures with the same formula, charge and spin at 1.2643 eV. As for the charge: 0.

```
13
C4H6N2O | the Open Molecules 2025 dataset | the ωB97M-V functional and the def2-TZVPD basis
N 2.25 0.16 0.38
C 0.87 0.19 0.18
C -0.01 1.16 0.56
N -1.30 0.78 0.15
C -1.17 -0.42 -0.52
O -2.29 -1.00 -1.04
C 0.13 -0.81 -0.55
H 2.54 0.68 1.20
H 2.63 -0.78 0.41
H 0.14 2.04 1.17
H -1.81 1.43 -0.44
H -2.51 -1.75 -0.47
H 0.52 -1.68 -1.05
```


charge of number 2 (C4H6N2O)? 0


Look up the charge of the second one. 0